# 1
A structure of composition C27H22MoN4O6S2 at a distorted geometry, computed with wB97M-V/def2-TZVPD.

Geometry as XYZ:
```
62
Properties=species:S:1:pos:R:3:forces:R:3:lowdin_charge:R:1
H 2.015 -1.146 4.475 0.017 0.015 -0.015 0.1300
C 3.245 4.170 -2.409 0.009 0.009 0.023 -0.0291
O -4.584 6.733 -0.502 0.184 0.047 0.033 0.1220
O 3.986 0.786 0.138 -0.474 -0.176 0.192 0.2260
C 1.344 2.935 -3.232 -0.017 0.011 -0.073 -0.0518
C -1.565 5.140 0.344 0.061 0.112 0.097 0.0857
C -1.238 0.310 2.957 -0.305 0.052 -0.175 -0.2236
C 2.146 4.071 -3.253 0.014 0.021 0.038 -0.0397
C -1.672 2.828 -0.309 -0.293 0.888 0.016 -0.2571
C -1.045 -2.403 -0.737 -0.055 -0.083 0.016 -1.0346
N -4.002 -4.169 -1.293 0.046 0.109 0.038 0.2335
C 0.284 3.638 1.014 0.158 0.185 0.071 -0.1071
O -2.697 7.590 0.141 -0.159 -0.120 -0.012 0.1214
H 1.924 4.870 -3.948 0.015 0.003 0.002 0.1206
C 1.108 -0.723 4.064 -0.061 0.081 0.058 -0.0268
C -1.494 -3.648 -1.030 0.283 0.045 0.082 -0.2968
C 0.075 -0.327 4.896 -0.027 -0.028 0.071 -0.0213
H 0.525 2.843 -3.933 0.024 -0.046 0.006 0.1183
C -0.997 3.871 0.345 -0.169 -0.382 -0.207 -0.0961
C -3.843 -1.284 2.760 0.036 -0.451 -0.049 0.0278
C -2.577 0.830 2.468 0.425 0.035 0.076 -0.1015
C -2.882 -3.933 -1.188 -0.246 -0.006 -0.010 -0.1798
H -2.707 0.660 1.406 -0.106 0.031 -0.061 0.0622
C -1.081 0.189 4.336 0.132 0.001 -0.146 -0.0322
O 1.787 0.352 -0.043 1.880 -0.154 -0.131 -0.3967
H -5.179 0.938 1.820 0.079 -0.062 -0.007 0.1161
C -0.571 -4.731 -1.156 0.104 -0.155 -0.021 -0.1830
C -2.782 5.336 -0.274 0.021 -0.213 -0.022 -0.0980
H -4.681 -1.746 3.278 -0.016 0.125 0.055 0.1192
H -1.867 0.528 5.005 0.032 -0.002 0.042 0.1226
O 0.825 2.552 1.141 -0.059 -0.204 -0.243 0.0215
C 2.710 2.030 -1.467 -0.330 -0.132 0.098 -0.1550
H -1.076 5.972 0.838 0.008 0.011 -0.024 0.1453
C -2.873 3.050 -0.971 0.258 -0.438 0.051 0.0460
C -0.169 -0.032 2.106 -0.024 -0.017 -0.134 -0.1932
H 3.877 5.047 -2.436 -0.002 -0.006 -0.035 0.1230
O -1.136 1.590 -0.264 -1.661 1.702 -0.762 -0.3921
H -3.342 2.229 -1.499 -0.053 0.053 0.000 0.1361
H -3.998 -1.358 1.687 -0.026 0.122 -0.035 0.0882
Mo 0.043 0.310 0.012 -1.515 -3.470 1.920 1.5712
S -2.015 -0.984 -0.569 0.878 0.458 0.005 0.7128
C 0.993 -0.548 2.697 0.209 -0.049 -0.192 -0.0908
H -2.667 1.898 2.678 -0.117 -0.016 -0.007 0.1474
H 4.381 3.202 -0.847 0.002 0.067 -0.006 0.1362
H -2.927 -1.802 3.032 0.040 0.088 -0.005 0.1144
C 2.965 1.018 -0.406 1.407 0.915 -0.689 -0.4195
N 0.189 -5.590 -1.233 -0.036 0.078 0.000 0.2447
N -3.411 6.676 -0.207 0.009 0.044 -0.075 -0.3440
H 1.088 0.967 -2.437 -0.063 0.115 0.083 0.1061
H 0.772 4.539 1.416 0.032 -0.078 0.076 0.1570
H -5.834 0.352 3.360 0.073 -0.071 0.014 0.1171
H 1.842 -0.829 2.088 -0.031 -0.005 0.007 0.0962
H 0.166 -0.416 5.970 0.004 -0.003 -0.004 0.1280
H -4.382 4.517 -1.428 0.000 0.001 0.006 0.1410
H -4.948 1.883 3.310 0.117 -0.015 -0.005 0.1150
S 0.617 -1.980 -0.509 -0.370 0.769 -0.141 0.7976
C 1.628 1.913 -2.343 0.007 -0.154 0.007 -0.0588
N -3.736 0.149 3.147 0.079 0.038 -0.069 -0.1795
H -3.554 0.172 4.150 -0.060 0.007 0.032 0.1589
C 3.534 3.147 -1.518 0.048 -0.115 0.106 0.0137
C -3.438 4.312 -0.942 -0.034 0.237 0.050 0.0586
C -5.006 0.880 2.893 -0.379 0.174 -0.019 0.0273
```
Forces are in eV/Å.

Results
Calculated total energy = -2576.38032 Ha
Charge = +2
HOMO-LUMO gap (spin up / spin down) = 5.527 / 5.514 eV

***

# 2
A structure of composition C27H23ClN6O3S5Ti, computed with wB97M-V/def2-TZVPD.

Geometry as XYZ:
```
66
Properties=species:S:1:pos:R:3:forces:R:3:lowdin_spin:R:1
H 4.871 -1.780 3.658 0.000 -0.005 0.004 0.0000
N 2.171 -2.137 2.715 0.146 -0.247 -0.147 0.0015
C 5.476 -0.680 1.905 0.017 0.000 -0.001 -0.0002
O 1.316 0.877 -1.250 0.174 0.236 0.029 0.0034
C 5.089 -0.152 0.665 0.014 0.012 -0.015 0.0002
C 3.288 -1.508 2.210 0.002 0.020 0.035 0.0002
H -3.213 1.238 -3.294 0.007 -0.014 0.019 -0.0002
N -1.508 -1.880 0.205 0.086 0.157 -0.068 0.1551
S 0.214 -4.770 -2.889 0.054 -0.016 -0.008 0.0010
H 2.133 2.318 -2.367 -0.037 -0.001 0.026 0.0012
N 1.532 -1.245 0.789 0.131 0.041 0.102 0.0086
N -0.188 1.605 1.551 0.004 -0.040 0.066 0.0366
C 1.226 1.737 -2.131 0.019 0.014 -0.034 0.0342
C 0.148 3.081 -3.854 0.011 -0.037 0.034 0.0062
H 0.855 3.770 1.092 0.010 0.004 -0.002 0.0004
C -1.828 -0.081 1.731 -0.038 0.015 0.025 0.0913
N -0.733 0.383 1.168 -0.121 0.174 0.015 0.1788
C -1.174 1.395 -2.646 0.129 -0.076 0.126 0.0101
C 0.826 4.040 2.147 0.022 -0.019 0.014 0.0009
H 3.496 0.119 -0.765 -0.005 -0.005 -0.010 0.0000
H 2.055 -2.497 3.643 -0.057 0.119 0.033 0.0001
C 4.581 -1.373 2.698 -0.018 -0.011 -0.014 0.0001
H -1.235 -3.472 -1.074 -0.038 0.019 0.038 0.0004
H -2.102 1.572 3.050 -0.003 0.033 -0.009 -0.0001
C -1.830 -3.112 -0.245 -0.012 -0.033 -0.022 0.0396
H -1.319 3.929 2.279 -0.005 -0.002 -0.002 0.0003
H 1.624 4.767 2.330 -0.006 0.008 -0.011 0.0000
C 0.464 1.654 2.675 0.013 -0.100 -0.119 0.0085
S 0.626 0.452 3.919 -0.083 0.119 0.107 0.0008
C -2.253 -1.351 1.252 0.038 -0.041 -0.003 0.1538
H -3.875 -1.661 2.635 -0.011 -0.011 0.000 -0.0010
H 6.494 -0.543 2.248 0.005 0.004 -0.004 0.0000
H -0.582 4.959 3.522 -0.006 -0.001 0.000 0.0000
N 1.135 2.851 2.912 -0.062 0.077 0.035 0.0006
C -2.181 2.767 -4.373 0.008 -0.049 0.048 0.0088
S 0.949 -1.943 -2.398 0.049 -0.038 0.024 0.0052
C 1.158 -1.908 1.851 -0.046 0.042 0.055 0.0068
C -2.838 -3.875 0.280 -0.002 0.002 -0.002 0.0883
H -0.721 5.540 1.853 0.002 0.008 -0.002 0.0000
O -1.304 0.492 -1.748 -0.010 0.003 0.161 0.0042
H -2.731 0.056 3.674 0.024 0.006 0.018 0.0031
C -3.606 -3.343 1.349 0.021 0.023 -0.009 0.0978
S -1.656 -1.298 -4.777 -0.008 -0.011 0.009 -0.0019
S -1.892 -4.240 -4.796 -0.014 0.037 -0.003 -0.0001
C -3.311 -2.094 1.819 -0.062 0.027 -0.029 0.0198
C -0.990 -5.483 -3.951 -0.056 -0.055 0.048 0.0000
C -2.615 0.657 2.772 0.036 -0.040 0.013 0.0114
Cl -0.858 4.692 -5.785 0.002 0.020 -0.021 -0.0007
H 1.346 2.974 3.888 0.023 -0.005 -0.012 0.0001
H -4.415 -3.916 1.786 -0.001 -0.001 0.001 0.0061
H 0.150 -2.232 2.045 0.006 -0.014 -0.016 0.0022
C -0.128 -3.066 -3.221 -0.014 0.070 0.017 0.0075
C -2.290 1.782 -3.435 -0.061 0.047 -0.118 -0.0026
C 3.800 -0.286 0.188 -0.043 -0.032 0.022 -0.0001
O -1.176 -6.682 -4.069 0.029 0.007 -0.025 0.0001
H -3.043 -4.849 -0.139 0.007 -0.001 -0.005 0.0047
C 0.059 2.064 -2.879 -0.074 0.031 -0.082 0.0027
H 5.822 0.377 0.068 0.002 -0.001 -0.002 0.0000
C -1.098 -2.792 -4.128 0.036 0.005 -0.029 -0.0027
H -3.033 3.039 -4.982 0.002 0.008 -0.005 0.0006
C -0.533 4.658 2.472 0.005 -0.011 0.002 0.0005
H -3.609 0.901 2.385 0.005 -0.014 0.009 0.0043
H 1.098 3.577 -4.014 -0.012 0.022 -0.022 0.0002
C -0.952 3.424 -4.578 0.031 0.023 -0.010 -0.0006
C 2.881 -0.964 0.986 0.077 -0.059 -0.089 0.0020
Ti -0.067 -0.537 -0.625 -0.345 -0.443 -0.185 0.9998
```
Forces are in eV/Å.

Results
Calculated total energy = -4897.77846 Ha
Spin multiplicity = 3
Charge = -2
HOMO-LUMO gap (spin up / spin down) = 4.704 / 4.972 eV

***

# 3
A structure of composition C27H23GeLiO2S2 at a distorted geometry, computed with wB97M-V/def2-TZVPD.

Geometry as XYZ:
```
56
Properties=species:S:1:pos:R:3:forces:R:3:lowdin_charge:R:1
C -12.882 10.059 1.051 0.420 0.476 -1.288 -0.1760
C -18.957 10.386 -6.157 -0.871 0.766 0.998 -0.2441
C -17.659 12.842 -4.542 0.000 -0.301 0.699 -0.2744
C -18.690 10.222 -2.896 -0.899 -0.156 -0.994 -0.2427
H -19.255 13.982 -3.517 1.151 0.245 -0.270 0.0929
C -22.374 13.916 -5.263 0.341 -0.151 0.469 -0.0851
O -17.732 15.756 -2.170 -0.299 0.257 -0.228 -0.0273
H -16.839 12.492 -3.894 -0.050 0.155 -0.342 0.0619
H -16.590 9.974 -0.181 -1.008 -0.322 -1.432 0.0811
H -16.876 10.684 -6.737 -0.159 0.086 0.343 0.1065
H -17.269 12.949 -5.548 0.005 0.112 -0.161 0.0635
H -10.871 10.376 -2.156 -0.382 -0.090 0.024 0.0712
C -21.161 13.219 -5.272 -1.890 -0.244 1.471 -0.1228
C -19.040 8.097 -1.731 0.623 -0.495 0.506 -0.1318
C -20.179 9.910 -6.622 1.754 -0.114 -0.779 -0.1152
H -21.769 10.972 -2.770 -0.091 0.381 -1.070 0.1101
C -20.261 9.299 -7.867 -0.764 -0.413 0.309 -0.1172
H -11.396 8.691 1.732 0.271 -0.473 0.296 0.0602
S -13.029 12.147 -2.488 0.152 -0.299 0.162 0.3014
Li -14.955 13.026 -1.620 -0.236 0.345 0.116 0.3669
H -21.034 10.050 -6.030 -1.159 0.051 0.585 0.0718
H -19.541 7.122 -1.681 0.183 0.392 0.089 0.0936
H -17.098 9.645 -8.943 -0.792 0.106 1.169 0.1110
H -18.296 14.942 -4.639 -0.007 -0.320 0.073 0.1025
Ge -19.003 11.461 -4.456 -0.283 -1.473 0.301 1.0652
C -19.175 9.118 -8.689 1.221 1.455 1.279 -0.0988
C -11.026 9.387 -0.294 0.879 -0.942 -0.496 -0.1793
C -18.026 8.448 -0.835 0.436 0.340 0.013 -0.1029
H -17.216 11.537 -1.954 -0.233 0.085 -0.229 0.0810
S -14.760 12.016 0.535 0.348 -0.556 -0.485 0.3273
C -18.203 14.110 -3.919 -0.844 1.577 0.909 -0.1922
H -19.234 8.689 -9.666 -0.091 -0.272 -0.333 0.0819
C -17.369 9.674 -0.967 0.326 0.161 1.637 -0.0665
C -21.934 11.732 -3.573 0.296 0.253 1.013 -0.0975
C -17.345 14.730 -2.718 0.759 -1.745 -0.361 -0.6802
C -11.720 9.276 0.898 -1.076 0.922 -0.160 -0.1609
H -24.029 11.891 -3.152 0.065 0.368 0.581 0.0889
C -19.323 8.950 -2.761 0.203 1.153 -0.391 -0.1403
H -24.398 14.001 -4.300 1.283 -0.277 -0.349 0.1057
H -20.436 13.547 -5.929 1.598 0.631 -1.341 0.0763
C -20.878 12.189 -4.371 0.099 -0.418 -0.283 -0.2681
C -23.380 13.526 -4.369 -0.941 -0.010 -0.417 -0.1132
O -16.313 14.026 -2.445 -0.507 0.519 0.092 -0.1915
C -11.499 10.242 -1.271 0.501 0.369 -0.428 -0.2120
C -17.962 9.689 -8.216 0.275 -1.175 -2.483 -0.1070
H -21.234 8.951 -8.137 -0.547 -0.309 -0.475 0.0846
H -13.397 10.098 1.975 -0.416 -0.278 0.939 0.0475
H -22.436 14.772 -5.927 -0.383 -0.030 0.126 0.0942
H -20.039 8.591 -3.470 -0.406 0.181 -0.614 0.0790
C -12.631 11.053 -1.153 -0.853 0.137 0.428 -0.7771
H -17.696 7.766 -0.050 -0.197 0.110 -0.136 0.0929
C -17.854 10.284 -6.985 0.673 0.097 -0.211 -0.1217
C -23.176 12.391 -3.597 0.319 -0.670 -0.521 -0.1202
H -10.120 8.773 -0.566 -0.902 0.659 0.665 0.0883
C -13.401 10.954 0.071 1.186 -0.158 0.163 -0.7456
C -17.758 10.596 -1.956 0.920 -0.697 0.823 -0.0959
```
Forces are in eV/Å.

Results
Calculated total energy = -4074.09429 Ha
Charge = -2
HOMO-LUMO gap = 4.561 eV

***

# 4
A structure of composition C27H23N6O5Ta at a distorted geometry, computed with wB97M-V/def2-TZVPD.

Geometry as XYZ:
```
62
Properties=species:S:1:pos:R:3:forces:R:3:lowdin_charge:R:1
N 4.127 -0.770 3.488 1.572 0.292 0.714 0.1049
C 5.214 -2.440 2.221 -0.480 0.323 0.159 0.0128
C -4.612 -1.153 0.091 0.227 -0.766 -0.173 -0.1123
C 0.851 0.365 4.075 0.651 -0.306 -0.137 0.0103
H 2.426 -6.432 0.707 0.001 0.060 -0.030 0.1054
C -2.035 3.982 -3.925 0.003 -0.277 0.250 -0.0010
H -4.436 -1.354 1.152 -0.108 0.087 -0.067 0.1397
H -1.999 5.789 0.826 0.005 0.101 0.057 0.1376
C -1.985 2.173 -5.506 0.019 0.145 0.194 -0.0252
C -1.946 1.691 -3.144 0.084 2.032 -1.819 -0.2776
C 3.918 -4.160 1.136 0.147 0.636 0.486 -0.2613
H -2.064 4.250 -6.037 -0.006 0.059 -0.075 0.1234
H 1.878 -4.364 1.826 -0.065 -0.070 -0.004 0.1112
H 6.133 -1.902 2.376 0.202 0.085 0.058 0.1248
C 1.818 0.255 1.818 -0.513 -0.007 0.075 -0.0648
C 2.575 0.396 -0.456 0.048 0.031 0.156 -0.0018
C -2.110 3.579 0.704 -0.010 0.569 0.550 -0.0877
N -4.453 0.294 -0.164 0.793 0.262 -0.109 -0.0081
H -2.162 3.176 1.698 0.004 0.130 0.132 0.1152
C -3.494 -1.892 -0.685 -2.719 -1.206 -0.186 -0.5706
C 2.853 -2.712 2.733 0.463 0.421 0.096 -0.0005
C 0.498 0.379 1.304 -0.065 0.255 0.827 -0.1449
O -1.918 0.837 -2.129 0.129 -0.212 -2.095 -0.2166
C -2.028 4.867 0.280 -0.081 -0.430 0.649 -0.0173
C -2.032 3.535 -5.230 0.033 0.003 0.008 -0.0362
H -1.256 0.706 4.191 -0.106 -0.017 0.115 0.1319
H -1.897 0.196 -4.667 0.007 -0.082 -0.029 0.1322
O -1.765 0.647 1.504 -1.000 0.383 1.099 -0.2335
H -1.910 5.611 -1.698 0.006 -0.076 0.036 0.1749
H -5.591 -1.542 -0.196 0.166 0.122 0.019 0.1424
O -2.345 -1.307 -0.459 1.512 0.570 0.089 -0.1591
C 1.265 0.465 -0.887 0.123 -0.036 -0.352 -0.0705
C -1.936 1.258 -4.472 0.005 -0.205 0.645 0.0260
C -2.001 3.080 -2.852 0.024 -0.717 -0.606 -0.0736
C 5.147 -3.503 1.366 -0.313 -0.392 -0.273 0.0275
C 4.043 -1.963 2.846 -0.764 -1.447 -0.920 -0.2861
H 1.033 0.534 -1.944 -0.011 -0.016 0.049 0.1287
Ta -1.959 0.557 -0.346 -0.210 -0.364 1.470 1.9189
H -4.957 0.822 0.551 0.253 0.034 -0.178 0.1218
H 1.933 -5.123 -0.412 0.106 -0.011 0.039 0.0968
C 2.791 -3.794 1.898 0.014 -0.439 -0.383 0.0055
O -3.683 -2.847 -1.373 0.389 0.305 0.249 0.1793
C -0.408 0.550 3.543 -0.597 0.042 -1.205 0.0409
H 6.012 -3.859 0.830 0.121 -0.003 -0.037 0.1306
H 3.889 0.297 1.234 0.112 -0.043 0.063 0.1328
H -1.980 1.830 -6.529 -0.009 -0.056 -0.071 0.1258
H -2.069 5.044 -3.736 -0.045 0.138 -0.032 0.1152
H 0.985 0.335 5.145 0.055 0.035 0.064 0.1296
N 0.228 0.473 -0.039 -0.828 -0.080 -0.008 -0.0180
C 2.744 -5.801 -0.128 -0.325 -0.261 -0.019 -0.0467
H 3.382 0.436 -1.169 -0.010 -0.011 -0.158 0.1234
N -2.111 2.739 -0.383 -0.178 -0.092 -0.514 -0.0423
C -0.608 0.516 2.156 2.084 -0.150 1.427 -0.3107
C 1.965 0.132 3.252 -1.257 -0.333 -0.546 -0.2131
C -2.031 3.526 -1.476 -0.012 0.197 -0.100 -0.2175
H -4.911 0.507 -1.055 0.146 0.125 0.204 0.1233
H 1.998 -2.449 3.337 -0.147 0.052 0.008 0.1213
N -1.981 4.814 -1.083 0.005 -0.596 -0.406 0.1573
C 2.862 0.302 0.904 -0.282 0.025 -0.338 0.0649
H 2.997 -6.437 -0.975 -0.011 0.101 0.112 0.1039
N 3.180 -0.051 3.769 0.321 1.249 0.949 0.0976
O 3.927 -5.092 0.197 0.325 -0.170 -0.178 -0.0410
```
Forces are in eV/Å.

Results
Calculated total energy = -1804.04809 Ha
Charge = +2
HOMO-LUMO gap (spin up / spin down) = 5.107 / 5.107 eV